Entry 1:
{"formula": "CH3NOS", "method": "ωB97M-V with the def2-TZVPD basis set", "symbols": ["C", "N", "O", "S", "H", "H", "H"], "positions_angstrom": [[-0.196145, 0.499175, -0.864485], [-0.015546, -0.583973, 0.084471], [-1.375044, 0.584252, -0.109595], [0.925695, -0.390779, 1.287292], [0.617412, 1.247750, -0.614947], [-0.323877, 0.052263, -1.938447], [0.367505, -1.408689, 2.155711]], "forces_ev_per_angstrom": [[-0.074, -0.976, 0.147], [-3.506, -0.788, -3.090], [2.294, -0.381, -0.408], [1.024, -0.469, 4.010], [-1.130, -0.041, -1.217], [0.496, 1.357, 1.807], [0.896, 1.298, -1.248]], "homo_lumo_gap_ha": [0.3363, 0.3364], "total_charge": 0, "lumo_ev": [-0.3, -0.3], "e_above_lowest_kj_mol": 453.67, "largest_force_ev_per_a": 4.740}

=====

Entry 2:
{"formula": "CH3NOS2", "method": "ωB97M-V with the def2-TZVPD basis set", "symbols": ["C", "N", "O", "S", "S", "H", "H", "H"], "positions_angstrom": [[0.013420, -0.781131, 0.329400], [-0.296910, 0.430527, 0.412035], [0.185846, 1.143135, -2.146926], [-2.016144, 2.536154, -0.705739], [-0.428473, 1.527170, -0.737211], [0.026896, -1.567106, 1.075441], [0.256384, -1.049417, -0.651674], [0.532717, 2.216932, -0.089410]], "forces_ev_per_angstrom": [[-0.123, 0.272, -1.369], [-1.354, -1.118, 3.505], [-2.201, 0.744, 4.950], [-0.473, -0.344, 0.168], [3.548, 0.635, -5.946], [-0.014, 0.674, 0.696], [0.546, -1.319, -1.623], [0.070, 0.457, -0.382]], "homo_lumo_gap_ha": 0.3351, "total_charge": 0, "lumo_ev": -0.5, "e_above_lowest_kj_mol": 254.39, "largest_force_ev_per_a": 6.954, "smiles": "C=N[S@@H](=O)=S"}

=====

Entry 3:
{"formula": "CH3NOS2", "method": "ωB97M-V with the def2-TZVPD basis set", "symbols": ["C", "N", "O", "S", "S", "H", "H", "H"], "positions_angstrom": [[-1.392120, -0.221290, 0.166012], [-0.486278, 0.089264, -0.678456], [2.599389, 0.501168, 0.266539], [-3.079431, -0.126709, 0.024062], [1.873954, -0.841477, -0.263527], [-0.885263, -0.275902, 1.141923], [-0.725886, -0.035305, -1.614113], [2.095634, 0.910248, 0.957562]], "forces_ev_per_angstrom": [[1.714, 0.901, 1.446], [-0.123, -0.346, 0.712], [0.673, 0.329, -0.727], [-0.254, -0.334, -0.443], [0.472, -0.924, 0.139], [-1.024, -0.241, 0.399], [-0.980, 0.392, -2.319], [-0.478, 0.224, 0.794]], "homo_lumo_gap_ha": [0.3236, 0.1882], "total_charge": 0, "lumo_ev": [0.5, -3.2], "e_above_lowest_kj_mol": 121.14, "largest_force_ev_per_a": 2.548, "spin_multiplicity": 3}

=====

Entry 4:
{"formula": "CH3NOS3", "method": "ωB97M-V with the def2-TZVPD basis set", "symbols": ["C", "N", "O", "S", "S", "S", "H", "H", "H"], "positions_angstrom": [[0.471403, 0.184827, -0.322270], [-0.368383, -0.447446, -3.664020], [-1.154265, -0.785866, -2.809948], [0.395579, 0.892130, -4.061732], [1.900680, -0.835963, -0.466664], [-0.957903, -0.343507, 0.383006], [0.708168, 1.307832, -0.364869], [1.318457, -1.959231, -0.250037], [-1.741820, 0.376817, -0.287164]], "forces_ev_per_angstrom": [[2.129, 2.017, -0.606], [-1.217, 0.228, 1.626], [1.508, 0.454, -1.790], [-0.274, -0.702, 0.111], [0.153, 1.967, -0.179], [0.652, -2.061, 2.074], [-0.350, -1.918, -0.052], [-0.847, -1.536, 0.244], [-1.754, 1.551, -1.428]], "homo_lumo_gap_ha": [0.3040, 0.2012], "total_charge": 0, "lumo_ev": [-1.0, -1.7], "e_above_lowest_kj_mol": 361.46, "largest_force_ev_per_a": 2.996}

=====

Entry 5:
{"formula": "CH3NS", "method": "ωB97M-V with the def2-TZVPD basis set", "symbols": ["C", "N", "S", "H", "H", "H"], "positions_angstrom": [[0.372435, 0.452791, -0.035530], [-0.628351, -0.410218, -0.015309], [2.090887, -0.044682, -0.011021], [0.159720, 1.509647, -0.019073], [-1.583840, -0.112912, 0.095667], [-0.410850, -1.394625, -0.014735]], "forces_ev_per_angstrom": [[4.086, -1.462, 0.273], [-0.024, 0.320, -0.009], [-3.693, 1.039, -0.164], [-0.366, 0.127, -0.039], [0.011, -0.029, -0.102], [-0.014, 0.004, 0.041]], "homo_lumo_gap_ha": 0.3275, "total_charge": 0, "lumo_ev": 0.6, "e_above_lowest_kj_mol": 35.62, "largest_force_ev_per_a": 4.348, "smiles": "NC=S"}

=====

Entry 6:
{"formula": "CH3NS", "method": "ωB97M-V with the def2-TZVPD basis set", "symbols": ["C", "H", "H", "H", "N", "S"], "positions_angstrom": [[-0.416894, 0.458720, 0.092214], [1.189185, -0.524313, 0.373822], [0.286926, -1.290240, -0.948897], [-1.296173, 0.318002, -0.508912], [0.475769, -0.437635, -0.425111], [-0.238813, 1.475466, 1.416884]], "forces_ev_per_angstrom": [[-0.164, -0.628, -0.156], [-0.612, -0.377, -2.190], [-0.488, 0.671, 0.201], [-1.037, 0.927, 0.066], [2.345, 0.712, 3.850], [-0.044, -1.304, -1.770]], "homo_lumo_gap_ha": 0.3395, "total_charge": 0, "lumo_ev": 0.5, "e_above_lowest_kj_mol": 49.96, "largest_force_ev_per_a": 4.564, "smiles": "NC=S"}

=====

Entry 7:
{"formula": "CH3NSSi", "method": "ωB97M-V with the def2-TZVPD basis set", "symbols": ["C", "N", "Si", "S", "H", "H", "H"], "positions_angstrom": [[-2.075289, -0.036430, 0.160654], [-3.144603, -0.503788, 0.100385], [-0.061646, 0.282545, -0.145381], [2.079091, -0.641258, -0.264408], [0.428488, 1.207815, 0.832874], [-0.002846, 0.069010, -1.571966], [2.776803, -0.377895, 0.887839]], "forces_ev_per_angstrom": [[0.868, -1.209, -0.232], [1.646, 1.013, 0.200], [0.403, -1.437, 0.208], [-1.030, -0.095, 0.623], [-0.576, 1.067, 0.129], [-0.498, 0.725, -0.535], [-0.813, -0.064, -0.393]], "homo_lumo_gap_ha": 0.3194, "total_charge": 0, "lumo_ev": -1.3, "e_above_lowest_kj_mol": 172.70, "largest_force_ev_per_a": 1.943, "smiles": "N#C[SiH2]S"}

=====

Entry 8:
{"formula": "CH3O2S", "method": "ωB97M-V with the def2-TZVPD basis set", "symbols": ["C", "O", "O", "S", "H", "H", "H"], "positions_angstrom": [[0.982274, 0.450299, 1.686328], [-1.843689, -1.063066, -0.528938], [-0.653318, 0.528312, -1.860217], [-0.530294, -0.442034, -0.782169], [-0.073410, 0.737163, 1.350935], [1.746344, 1.364590, 1.551359], [0.372094, -1.575264, -1.417298]], "forces_ev_per_angstrom": [[-0.066, 0.825, -0.541], [0.137, -0.607, 0.508], [0.479, 1.042, -1.082], [1.095, -1.398, 0.054], [1.348, 0.418, 0.808], [-1.792, -1.325, -0.315], [-1.201, 1.045, 0.567]], "homo_lumo_gap_ha": [0.2392, 0.2391], "total_charge": -1, "lumo_ev": [3.1, 3.1], "e_above_lowest_kj_mol": 620.59, "largest_force_ev_per_a": 2.251}

=====

Entry 9:
{"formula": "CH3O2S", "method": "ωB97M-V with the def2-TZVPD basis set", "symbols": ["S", "H", "O", "C", "O", "H", "H"], "positions_angstrom": [[1.088354, -0.225459, -1.912232], [2.293137, -0.870853, -1.918563], [-1.405375, 0.538928, 2.337309], [-0.790145, 0.543859, 1.282030], [-0.442811, -0.543173, 0.644840], [-0.475140, 1.473998, 0.786818], [0.120773, -0.285844, -0.177299]], "forces_ev_per_angstrom": [[0.492, -0.020, -0.319], [-0.586, 0.293, 0.226], [0.360, 0.222, -0.717], [-0.472, -0.365, 0.925], [0.073, 0.446, -0.042], [0.021, 0.109, -0.008], [0.112, -0.684, -0.064]], "homo_lumo_gap_ha": 0.2808, "total_charge": -1, "lumo_ev": 4.1, "e_above_lowest_kj_mol": 8.27, "largest_force_ev_per_a": 1.101}

=====

Entry 10:
{"formula": "CH3O2S2", "method": "ωB97M-V with the def2-TZVPD basis set", "symbols": ["C", "O", "O", "S", "S", "H", "H", "H"], "positions_angstrom": [[-0.032969, -0.227798, 0.228645], [-1.384456, 4.826146, -0.111454], [-0.435776, 4.804046, -2.295772], [1.585191, 4.807197, -0.247946], [-0.245016, 4.427496, -0.915174], [0.943219, -0.389269, 0.690394], [-0.684377, 0.545924, 0.595087], [-0.576581, -0.975563, -0.339448]], "forces_ev_per_angstrom": [[-0.395, -0.242, 0.317], [-0.540, 0.317, 1.372], [0.215, 0.276, -1.746], [0.117, 0.182, 0.319], [0.206, -0.797, 0.065], [-0.434, -0.002, -0.397], [0.253, 0.410, 0.119], [0.579, -0.145, -0.049]], "homo_lumo_gap_ha": [0.2781, 0.2169], "total_charge": -1, "lumo_ev": [3.4, 2.7], "e_above_lowest_kj_mol": 304.39, "largest_force_ev_per_a": 1.781}